[1]
2 unconnected molecules or ions with the total composition C14H19N2. Source: the Open Molecules 2025 dataset; level of theory: ωB97M-V/def2-TZVPD.

## Properties
* lowest unoccupied orbital energy: -5.64 eV
* charge: +1
* DFT total energy: -17797.0043 eV

Bonds (Å) are listed after each position.
CARTESIAN COORDINATES (ANGSTROEM)
1 C 0.99596 2.35212 -0.73584  N2 1.458, H6 1.087, H7 1.085, H8 1.086
2 N 0.40838 1.97789 -2.01614  C1 1.458, C3 1.453, N4 1.370
3 C 1.09014 0.87999 -2.67970  N2 1.453, H9 1.088, H10 1.087, H11 1.086
4 N -0.95002 2.06073 -2.17609  N2 1.370, C5 1.267
5 C -1.55840 3.14882 -2.39991  N4 1.267, H12 1.071, H13 1.071
6 H 2.07231 2.47971 -0.82336  C1 1.087
7 H 0.56022 3.28089 -0.38195  C1 1.085
8 H 0.79901 1.57528 -0.00267  C1 1.086
9 H 2.16293 1.05465 -2.71757  C3 1.088
10 H 0.89854 -0.04664 -2.14540  C3 1.087
11 H 0.71089 0.78571 -3.69316  C3 1.086
12 H -2.62845 3.16365 -2.45285  C5 1.071
13 H -1.01645 4.04631 -2.61849  C5 1.071
14 C 1.69036 -1.55291 0.49834  C15 1.548, C18 1.508, H25 1.097, H26 1.097
15 C 2.08780 -2.54529 -0.62069  C14 1.548, C16 1.498, H27 1.098, H28 1.098
16 C 0.77978 -3.07067 -1.12779  C15 1.498, C17 1.357, H29 1.078
17 C -0.25650 -2.51569 -0.45018  C16 1.357, C18 1.417, H30 1.076
18 C 0.18454 -1.61020 0.54595  C14 1.508, C17 1.417, C19 1.423
19 C -0.62590 -0.89974 1.47448  C18 1.423, C20 1.413, C24 1.411
20 C -2.03725 -0.94956 1.43606  C19 1.413, C21 1.376, H31 1.076
21 C -2.79019 -0.28178 2.37379  C20 1.376, C22 1.384, H32 1.078
22 C -2.17721 0.45226 3.37423  C21 1.384, C23 1.383, H33 1.079
23 C -0.79732 0.52752 3.42750  C22 1.383, C24 1.374, H34 1.078
24 C -0.03089 -0.12896 2.49576  C19 1.411, C23 1.374, H35 1.076
25 H 2.10927 -1.82938 1.47401  C14 1.097
26 H 2.01660 -0.52854 0.28064  C14 1.097
27 H 2.64932 -2.06015 -1.43059  C15 1.098
28 H 2.71674 -3.36381 -0.24523  C15 1.098
29 H 0.67656 -3.80877 -1.90636  C16 1.078
30 H -1.29101 -2.75177 -0.62729  C17 1.076
31 H -2.52591 -1.50920 0.65821  C20 1.076
32 H -3.86685 -0.32597 2.33714  C21 1.078
33 H -2.77311 0.96516 4.11325  C22 1.079
34 H -0.32586 1.09869 4.21078  C23 1.078
35 H 1.04195 -0.07037 2.55111  C24 1.076

Charge distribution, natural (NBO) scheme, values in e:
1 C -0.41
2 N -0.33
3 C -0.40
4 N -0.28
5 C -0.06
6 H 0.21
7 H 0.22
8 H 0.14
9 H 0.21
10 H 0.13
11 H 0.22
12 H 0.19
13 H 0.16
14 C -0.50
15 C -0.48
16 C 0.09
17 C -0.31
18 C 0.31
19 C -0.11
20 C -0.10
21 C -0.22
22 C -0.09
23 C -0.22
24 C -0.11
25 H 0.27
26 H 0.27
27 H 0.27
28 H 0.27
29 H 0.24
30 H 0.25
31 H 0.22
32 H 0.24
33 H 0.24
34 H 0.24
35 H 0.22

[2]
A single C4H8OS2 molecule. Source: the Open Molecules 2025 dataset; level of theory: ωB97M-V/def2-TZVPD.

## Properties
* SMILES: COCSC(C)=S
* lowest unoccupied orbital energy: -0.31 eV
* DFT total energy: -27993.0969 eV

Bonds (Å) are listed after each position.
CARTESIAN COORDINATES (ANGSTROEM)
1 C -0.62481 -0.25374 -2.10035  O2 1.504, H8 1.154, H9 1.136, H10 1.258
2 O 0.47393 -0.62068 -1.14145  C1 1.504, C3 1.398
3 C 1.09525 0.53990 -0.67025  O2 1.398, S4 1.907, H11 1.106, H12 1.132
4 S -0.17616 1.65381 0.21321  C3 1.907, C5 1.834
5 C -0.52090 0.57842 1.65778  S4 1.834, C6 1.431, S7 1.663
6 C -0.03995 -0.75746 1.83701  C5 1.431, H13 1.001, H14 1.099, H15 1.154
7 S -1.08679 1.37610 3.00220  C5 1.663
8 H -1.11820 -1.17557 -2.58905  C1 1.154
9 H -1.36523 0.18110 -1.35662  C1 1.136
10 H -0.25766 0.67198 -2.86925  C1 1.258
11 H 1.87827 0.25562 0.05713  C3 1.106
12 H 1.45347 1.07757 -1.60037  C3 1.132
13 H -0.49150 -1.17034 2.62976  C6 1.001
14 H 1.03476 -0.92067 2.00102  C6 1.099
15 H -0.25451 -1.43604 0.92923  C6 1.154

Charge distribution, natural (NBO) scheme, values in e:
1 C -0.30
2 O -0.56
3 C -0.18
4 S 0.22
5 C -0.22
6 C -0.73
7 S 0.00
8 H 0.22
9 H 0.20
10 H 0.18
11 H 0.22
12 H 0.20
13 H 0.24
14 H 0.25
15 H 0.25

[3]
A single C6H9IN2O2 molecule. Source: the Open Molecules 2025 dataset; level of theory: ωB97M-V/def2-TZVPD.

## Properties
* lowest unoccupied orbital energy (alpha / beta): -1.27 / 0.10 eV
* DFT total energy: -21538.4915 eV

Bonds (Å) are listed after each position.
CARTESIAN COORDINATES (ANGSTROEM)
1 C -0.61332 -0.46482 2.94100  N7 1.250, O9 1.195
2 C -1.41515 -0.52831 0.63492  N7 1.556, N8 1.346, O10 1.199
3 C 0.60654 0.55638 0.04004  C4 1.522, N8 1.387, I11 2.157
4 C 1.90295 -0.15485 0.39965  C3 1.522, H12 1.089, H13 1.092, H14 1.118
5 C -1.29974 1.59883 1.97737  N7 1.434, H15 1.165, H16 1.120, H17 1.170
6 C -0.84021 -0.74630 -1.58860  N8 1.451, H18 1.068, H19 1.157, H20 1.129
7 N -1.08078 0.18129 1.97841  C1 1.250, C2 1.556, C5 1.434
8 N -0.44348 -0.29701 -0.26664  C2 1.346, C3 1.387, C6 1.451
9 O -0.42188 -1.32386 3.74922  C1 1.195
10 O -2.28151 -1.35644 0.68004  C2 1.199
11 I 0.87466 1.98446 -1.55450  C3 2.157
12 H 1.58089 -1.19050 0.50315  C4 1.089
13 H 2.24578 0.23063 1.36179  C4 1.092
14 H 2.76250 0.03766 -0.28888  C4 1.118
15 H -1.25984 2.01984 0.89143  C5 1.165
16 H -2.40143 1.76813 2.08805  C5 1.120
17 H -0.60899 2.20812 2.69873  C5 1.170
18 H -0.06075 -1.11593 -2.21809  C6 1.068
19 H -1.31483 -1.79561 -1.47567  C6 1.157
20 H -1.57446 0.01635 -1.97982  C6 1.129

Charge distribution, natural (NBO) scheme, values in e:
1 C 0.76
2 C 0.75
3 C 0.04
4 C -0.71
5 C -0.42
6 C -0.44
7 N -0.51
8 N -0.54
9 O -0.47
10 O -0.56
11 I 0.04
12 H 0.22
13 H 0.22
14 H 0.24
15 H 0.23
16 H 0.22
17 H 0.24
18 H 0.23
19 H 0.24
20 H 0.22